45
Properties=species:S:1:pos:R:3:forces:R:3 method="wB97M-V/def2-TZVPD" smiles="CN(C)C=O.O.O.O.O.O.O.O.O.O.O.O" gap_ev=10.03 relative_energy_kcal_mol=66.5
C -0.671 0.793 0.519 -1.4 0.8 -1.8
N -1.940 0.890 0.979 1.4 -1.2 1.2
C -3.035 1.262 0.137 -0.8 -0.6 -1.7
C -2.213 0.244 2.249 0.0 0.2 1.4
O -0.430 1.031 -0.671 0.3 0.4 0.2
H 0.166 0.552 1.167 -0.4 -0.3 0.7
H -3.036 2.331 -0.132 -0.1 -0.4 0.2
H -3.995 0.944 0.556 0.3 0.5 0.6
H -3.070 0.657 -0.802 0.6 0.6 0.3
H -3.185 -0.257 2.258 0.3 -0.2 -0.3
H -2.220 0.931 3.092 -0.3 0.6 -0.1
H -1.398 -0.414 2.570 -0.3 -0.3 -0.6
H -1.422 0.990 -4.332 0.0 0.4 0.6
H -2.246 1.986 -3.316 0.8 -0.5 -0.7
O -2.276 1.355 -4.074 -1.0 -0.2 -0.2
H 2.164 -2.302 -2.610 -0.1 0.5 -0.6
H 1.675 -0.735 -2.303 0.2 -0.6 -0.5
O 1.915 -1.633 -1.974 0.0 0.4 0.9
H -3.373 -0.648 -3.667 0.1 0.0 -0.4
H -2.616 -1.103 -2.502 0.3 -0.2 0.2
O -3.008 -1.465 -3.301 -0.2 0.3 0.2
H -0.142 -3.198 -0.884 0.0 0.1 0.1
H 0.924 -2.125 -0.632 -0.2 -0.4 -0.2
O 0.313 -2.739 -0.166 0.0 0.0 0.2
H -1.148 2.655 -1.626 0.9 -0.1 -0.3
H -0.958 3.618 -2.947 0.3 -0.5 0.7
O -1.549 3.222 -2.294 -1.1 0.7 -0.1
H -0.891 3.358 2.821 0.5 -0.1 -0.2
H 0.492 2.624 2.583 0.0 0.3 0.0
O -0.325 2.623 3.091 -0.4 -0.2 0.2
H 1.935 -0.602 1.032 -0.5 -0.2 -0.1
H 3.406 -0.701 1.166 -0.3 0.3 -0.3
O 2.691 -0.018 1.058 0.7 -0.3 0.0
H 1.302 -3.671 2.628 0.2 0.0 0.4
H 1.278 -3.697 1.130 0.5 0.0 0.3
O 1.902 -3.815 1.894 -1.0 -0.1 -0.9
H 2.874 0.446 2.772 0.0 0.9 0.2
H 2.198 0.126 4.030 0.0 0.3 0.5
O 2.701 0.857 3.651 -0.2 -0.9 -0.5
H 1.301 1.363 -1.446 -0.4 -0.3 -0.4
H 2.638 0.916 -1.968 0.3 0.2 -0.1
O 1.750 1.120 -2.281 0.3 -0.1 0.5
H 3.285 -2.964 1.247 0.5 0.5 0.8
H 4.199 -2.477 0.177 0.4 0.3 0.0
O 4.042 -2.335 1.119 -0.5 -0.8 -0.6

12
Properties=species:S:1:pos:R:3:forces:R:3 method="wB97M-V/def2-TZVPD" smiles="O[C@@H]1[C@@H]2C=NO[C@H]12" gap_ev=9.20 relative_energy_kcal_mol=134.5
C -0.661 -0.638 1.015 2.8 -3.3 2.1
C 0.139 -1.021 -0.171 -2.8 -0.1 -4.7
C 0.996 1.104 -0.128 1.9 -0.2 -1.0
C 0.944 -0.289 0.656 0.7 4.2 2.4
H -1.779 0.711 2.015 0.7 -2.0 -3.3
H -0.792 -1.588 1.741 0.7 2.1 -1.6
H 0.181 -2.052 -0.326 0.3 -1.4 -0.8
H 1.852 1.891 0.291 -3.0 -1.6 -1.6
H 1.816 -0.614 1.249 -0.6 0.3 -0.4
N 0.476 1.035 -1.377 2.2 -0.5 5.0
O -1.678 0.193 1.081 -1.9 3.8 2.5
O 0.038 -0.258 -1.525 -1.1 -1.3 1.4

47
Properties=species:S:1:pos:R:3:forces:R:3 method="wB97M-V/def2-TZVPD" smiles="CN(CC=O)CCN.O.O.O.O.O.O.O.O.O" gap_ev=8.70 relative_energy_kcal_mol=95.3
N -2.362 -1.628 2.021 0.4 0.0 -0.1
C -0.948 -1.439 2.332 1.3 0.9 -0.3
C -0.083 -1.298 1.061 0.8 -0.7 -0.9
N 1.100 -0.407 1.067 -0.4 -0.3 1.4
C 0.770 0.916 1.590 0.2 0.9 -2.8
C 2.250 -0.936 1.776 1.2 -0.4 0.2
C 2.113 -1.368 3.248 -0.6 -0.2 -0.2
O 1.833 -2.517 3.499 0.2 0.3 0.2
H -2.902 -0.876 2.412 -0.3 -0.1 0.3
H -2.690 -2.513 2.370 -0.2 0.0 0.1
H -0.470 -2.201 2.949 -0.6 -0.4 -0.1
H -0.746 -0.531 2.914 -0.6 0.1 0.0
H -0.608 -0.974 0.168 -0.9 0.3 0.5
H 0.294 -2.286 0.772 0.0 0.0 0.1
H -0.102 1.307 1.059 -1.0 -0.8 0.9
H 0.806 1.032 2.660 -0.2 0.3 0.4
H 1.359 1.676 1.041 1.1 -0.3 0.9
H 3.063 -0.216 1.648 0.0 0.2 0.3
H 2.649 -1.864 1.353 -0.5 0.0 -0.5
H 2.234 -0.662 4.093 0.1 0.2 -0.2
H -2.909 -0.345 -1.125 -0.5 -0.1 0.2
H -3.934 -1.335 -0.507 0.2 0.0 0.1
O -3.538 -1.056 -1.336 0.4 -0.1 -0.4
H -3.173 2.173 0.438 0.2 -0.4 0.1
H -3.268 0.598 0.546 0.0 0.3 0.4
O -3.148 1.341 -0.052 -0.2 0.3 -0.1
H 1.357 -2.977 -2.177 0.1 0.1 0.3
H 2.093 -2.023 -1.245 0.0 0.0 0.0
O 2.201 -2.860 -1.708 0.0 -0.1 -0.1
H 1.404 3.255 -1.161 -0.1 0.0 0.6
H 2.388 3.949 -0.105 -0.3 -0.4 0.1
O 2.116 3.885 -1.021 0.4 0.4 -0.7
H 0.703 -0.992 -4.202 -0.2 0.4 0.3
H 0.411 0.389 -4.809 0.1 0.0 0.0
O 0.513 -0.067 -3.965 0.4 -0.3 -0.6
H -0.459 1.116 -2.204 0.0 -0.3 -0.1
H -1.539 0.034 -2.330 0.3 0.1 -0.4
O -0.917 0.426 -1.709 -0.2 0.3 0.6
H 2.386 1.574 -3.673 -0.1 0.0 0.1
H 2.607 2.821 -2.804 0.1 0.1 -0.1
O 2.169 2.510 -3.605 0.0 0.0 0.1
H -0.427 -1.609 -1.591 0.3 0.1 -0.5
H -1.358 -2.582 -2.233 0.0 -0.2 -0.2
O -0.455 -2.248 -2.324 -0.5 -0.2 0.4
H -1.021 3.072 2.229 0.2 0.4 0.2
H -0.710 4.316 1.303 0.0 -0.1 0.4
O -1.050 3.417 1.335 -0.3 -0.1 -0.5

56
Properties=species:S:1:pos:R:3:forces:R:3 method="wB97M-V/def2-TZVPD" gap_ev="7.43 / 7.43" total_charge=+1
V -1.357 0.180 -1.082 1.7 -0.5 -0.8
C -6.581 2.262 -1.031 0.0 0.0 0.0
C -5.104 2.098 -1.254 0.0 -0.1 0.1
C -4.384 2.936 -2.123 0.2 0.0 -0.1
C -3.020 2.791 -2.323 -0.1 0.2 0.1
C -2.426 1.757 -1.627 0.2 -0.3 0.4
Br -0.044 0.429 -3.029 -0.2 0.1 0.5
N -3.101 0.966 -0.839 -0.7 0.3 0.0
C -4.414 1.091 -0.603 -0.1 0.0 0.1
H -6.992 3.041 -1.669 0.0 0.0 0.0
H -6.778 2.532 0.007 0.0 0.0 0.0
H -7.108 1.332 -1.242 0.0 0.0 0.0
H -4.917 3.710 -2.663 0.0 0.0 0.0
H -2.464 3.434 -2.989 0.0 0.0 0.0
H -4.892 0.398 0.077 0.0 0.0 0.0
N -0.301 0.096 0.193 -0.8 0.9 -0.1
P 1.245 -0.142 0.659 1.0 -0.2 0.0
C 2.228 1.070 -0.240 -0.2 -0.1 0.1
C 3.279 0.759 -1.092 0.0 -0.1 0.1
C 3.906 1.778 -1.797 0.1 0.0 0.0
C 3.489 3.091 -1.650 0.0 0.0 0.0
C 2.450 3.404 -0.781 0.0 0.0 0.0
C 1.819 2.397 -0.075 0.1 0.0 0.0
C 1.450 0.179 2.406 -0.3 0.1 -0.1
C 0.403 0.721 3.144 0.0 -0.1 0.0
C 0.604 1.047 4.477 0.0 0.0 0.1
C 1.844 0.832 5.062 0.0 0.0 0.0
C 2.888 0.291 4.321 0.0 0.0 0.0
C 2.699 -0.034 2.989 0.0 0.0 0.0
C 1.713 -1.833 0.299 0.0 0.2 0.0
C 1.870 -2.234 -1.030 0.0 -0.1 0.0
C 2.157 -3.557 -1.315 0.0 0.0 -0.1
C 2.285 -4.479 -0.284 0.0 0.0 0.0
C 2.111 -4.084 1.034 0.0 -0.1 0.0
C 1.821 -2.762 1.333 0.0 0.0 0.0
H 3.617 -0.262 -1.204 0.0 0.0 0.0
H 4.722 1.539 -2.466 0.0 0.0 0.0
H 3.979 3.876 -2.209 0.0 0.0 0.0
H 2.134 4.431 -0.652 0.0 0.0 0.0
H 1.013 2.633 0.610 0.0 0.0 0.0
H -0.561 0.876 2.677 0.0 0.0 0.0
H -0.205 1.466 5.061 0.0 0.0 0.0
H 2.002 1.087 6.102 0.0 0.0 0.0
H 3.853 0.125 4.781 0.0 0.0 0.0
H 3.514 -0.448 2.407 0.0 0.0 0.0
H 1.750 -1.523 -1.836 0.0 0.0 0.0
H 2.267 -3.869 -2.345 0.0 0.0 0.0
H 2.510 -5.512 -0.511 0.0 0.0 0.0
H 2.194 -4.808 1.833 0.0 0.0 0.0
H 1.675 -2.463 2.362 0.0 0.0 0.0
B -1.819 -4.296 -1.701 0.2 -0.4 -0.4
C -1.811 -2.784 -1.503 -0.1 0.2 0.1
N -1.800 -1.626 -1.333 -0.5 -0.6 -0.1
H -2.757 -4.754 -1.101 0.0 0.1 0.2
H -1.927 -4.498 -2.889 -0.1 0.2 0.0
H -0.729 -4.686 -1.349 -0.1 0.0 0.2

42
Properties=species:S:1:pos:R:3:forces:R:3 method="wB97M-V/def2-TZVPD" spin_multiplicity=5 s2=6.028 gap_ev="8.31 / 6.94" relative_energy_kcal_mol=10.8
Co 1.135 2.363 -0.170 -0.3 -0.7 0.3
C 4.459 2.443 0.904 0.0 0.1 -0.1
C 3.986 3.501 0.147 0.0 -0.1 0.0
C 2.737 4.060 0.427 0.1 0.2 0.4
C 1.961 3.548 1.482 0.5 0.5 0.4
C 2.447 2.463 2.227 0.0 0.0 0.1
C 3.687 1.920 1.937 -0.1 0.0 0.1
H 5.435 2.026 0.696 0.0 0.0 0.0
H 4.585 3.907 -0.657 0.0 0.0 0.0
H 2.437 4.971 -0.072 -0.1 -0.1 -0.1
H 1.094 4.097 1.830 -0.2 -0.1 -0.2
H 1.868 2.080 3.056 0.0 0.0 0.0
H 4.058 1.088 2.521 0.0 0.0 0.0
C -4.927 -4.042 0.247 0.0 0.1 0.0
C -4.111 -2.808 -0.025 0.0 0.0 -0.1
C -3.822 -2.417 -1.329 0.0 0.0 0.1
C -3.077 -1.274 -1.580 0.0 0.0 0.0
C -2.621 -0.515 -0.515 0.1 0.2 -0.1
C -2.905 -0.878 0.793 0.0 0.0 0.1
C -3.644 -2.023 1.030 0.0 0.0 0.0
S -1.686 0.958 -0.877 0.3 0.0 0.0
O -1.443 0.929 -2.298 0.0 -0.1 0.1
O -2.384 2.077 -0.312 0.0 0.0 0.1
N -0.276 0.851 -0.052 -0.3 0.2 0.0
C 0.662 -0.101 -0.362 0.3 -0.6 -0.1
C 0.465 -1.462 -0.657 0.0 0.2 0.0
C 1.562 -2.251 -0.916 0.0 0.1 0.0
C 2.844 -1.707 -0.857 0.1 0.0 0.0
C 2.965 -0.370 -0.555 0.1 0.1 0.0
N 1.912 0.411 -0.317 -0.4 -0.1 0.0
H -5.073 -4.617 -0.666 0.0 0.0 0.0
H -5.907 -3.769 0.643 0.0 0.0 0.0
H -4.440 -4.679 0.987 0.0 0.0 0.0
H -4.187 -3.015 -2.155 0.0 0.0 0.0
H -2.828 -0.965 -2.586 0.0 0.0 0.0
H -2.536 -0.269 1.609 0.0 0.0 0.0
H -3.872 -2.316 2.049 0.0 0.0 0.0
H -0.534 -1.864 -0.679 0.0 -0.1 0.0
H 1.429 -3.296 -1.168 0.0 0.0 0.0
H 3.725 -2.303 -1.046 0.0 0.0 0.0
H 3.932 0.116 -0.508 0.0 0.0 0.0
Se 0.887 3.131 -2.227 0.1 0.6 -0.9

Which E_tot belongs to each record? In order, -29642.4071; -9808.4839; -29125.1396; -136474.6721; -139824.7412 eV.
Which max |F| belongs to each record? In order, 2.4; 5.5; 3.0; 1.9; 1.1 eV/Å.
Which molecular weight belongs to each record? In order, 271.3; 99.1; 278.3; 539.1; 463.3 g mol⁻¹.